Entry i
The following is a DFT calculation (ωB97M-V/def2-TZVPD) of H8O4Rb as an isolated structure.

Properties
- Kohn-Sham gap (Ha) = 0.40782
- lowest unoccupied orbital energy (eV) = -3.72
- total charge = +1

Each line ends with the Löwdin charge.
CARTESIAN COORDINATES (ANGSTROEM)
Rb 1.80273 14.77679 -23.62104  1.731
O 1.69394 16.53860 -22.37674  -0.287
H 0.84398 16.16116 -22.15017  0.014
H 1.48894 17.41768 -22.69522  0.062
O 0.42168 13.18847 -23.25992  -0.286
H 0.17842 12.93799 -24.15116  0.019
H -0.04773 12.56992 -22.70021  0.089
O 0.69359 16.18716 -24.59048  -0.322
H -0.08110 16.65821 -24.28356  0.080
H 0.58406 16.13813 -25.54013  0.074
O 1.54147 13.48415 -25.22187  -0.326
H 1.71213 13.63369 -26.15179  0.090
H 1.02750 12.67697 -25.19897  0.061



Entry ii
The following is a DFT calculation (ωB97M-V/def2-TZVPD) of H8O4Rb as an isolated structure.

Properties
- Kohn-Sham gap (Ha) = 0.45178
- lowest unoccupied orbital energy (eV) = -3.28
- total charge = +1

Each line ends with the Löwdin charge.
CARTESIAN COORDINATES (ANGSTROEM)
Rb 0.48977 -0.31423 -0.89600  1.161
O -0.78223 0.35377 1.58900  -0.138
H -1.25023 1.20277 1.65800  0.056
H -0.73123 0.19477 2.52700  0.049
O -2.04823 1.05877 -1.20900  -0.158
H -2.75923 0.46077 -0.85500  0.081
H -2.07123 1.92577 -0.76900  0.053
O 2.96277 1.03777 -1.29800  -0.146
H 2.85877 1.75377 -1.92500  0.044
H 3.83677 1.12277 -0.91500  0.054
O -0.14423 -2.71823 0.38200  -0.123
H -0.75823 -2.64123 1.09900  0.038
H 0.39677 -3.43723 0.61200  0.028



entry ii wins, 178.4 kcal/mol ahead of the next structure.



Entry i
The following is a DFT calculation (ωB97M-V/def2-TZVPD) of a 6-piece molecular cluster, C24H66N6O6 overall.

Properties
- Kohn-Sham gap (Ha) = 0.34149
- lowest unoccupied orbital energy (eV) = 0.44
- total charge = 0

Each line ends with the Löwdin charge.
CARTESIAN COORDINATES (ANGSTROEM)
C 3.57689 -17.56587 5.01730  -0.086
O 4.45825 -16.84593 4.16928  -0.240
C 4.32428 -17.11243 2.80674  -0.219
C 5.15654 -16.05430 2.07236  -0.448
C 4.90956 -14.60727 2.44132  -0.052
N 5.13122 -16.32261 0.62500  0.029
H 3.71733 -18.60596 4.67661  0.090
H 2.50682 -17.38706 4.87271  0.085
H 3.94968 -17.46739 6.03273  0.087
H 4.64660 -18.13078 2.54397  0.128
H 3.29984 -17.07260 2.40618  0.131
H 6.20183 -16.28776 2.33844  0.121
H 3.90218 -14.38390 2.06288  0.080
H 5.58974 -13.93000 1.92602  0.079
H 4.90015 -14.43939 3.51626  0.053
H 5.75191 -15.67757 0.14759  0.069
H 5.55572 -17.23342 0.48456  0.069
C -0.90048 -11.35783 6.54252  -0.096
O -0.11630 -12.49268 6.90053  -0.175
C 1.25483 -12.23947 6.63653  -0.214
C 1.75340 -12.44936 5.20600  -0.427
C 1.37562 -13.82962 4.65988  -0.035
N 3.19923 -12.21981 5.02085  0.033
H -0.67020 -10.95435 5.54867  0.082
H -0.78482 -10.54785 7.26630  0.080
H -1.90594 -11.76240 6.40027  0.093
H 1.65311 -11.27178 6.96591  0.126
H 1.71282 -13.05676 7.20735  0.118
H 1.34891 -11.66707 4.54514  0.126
H 0.40208 -14.10939 5.05892  0.079
H 2.07286 -14.60708 4.98226  0.067
H 1.43671 -13.72784 3.57603  0.079
H 3.49748 -12.57431 4.12113  0.066
H 3.31742 -11.21242 5.02986  0.086
C 4.25936 -9.86992 10.63331  -0.098
O 2.98565 -9.39253 10.99620  -0.183
C 2.69794 -8.13086 10.46376  -0.242
C 1.24926 -7.68191 10.69132  -0.425
C 0.26014 -8.67191 10.13293  -0.068
N 1.05567 -6.42078 9.95282  0.021
H 4.25563 -10.10386 9.55850  0.087
H 4.30274 -10.84983 11.11352  0.081
H 5.07460 -9.19966 10.91331  0.093
H 3.33182 -7.31275 10.83801  0.123
H 2.88536 -8.10699 9.37907  0.123
H 1.06036 -7.44912 11.73960  0.139
H 0.51770 -9.69155 10.43419  0.076
H 0.28312 -8.69318 9.04036  0.069
H -0.76190 -8.52412 10.47978  0.080
H 0.96895 -6.56711 8.95714  0.062
H 1.80180 -5.76169 10.13709  0.065
C 10.07676 -13.27062 4.75174  -0.127
O 9.85208 -14.53915 5.30853  -0.156
C 8.67901 -15.14045 4.81383  -0.237
C 8.42105 -16.50111 5.44300  -0.432
C 9.24778 -17.71243 4.93717  -0.051
N 7.01562 -16.84357 5.50552  0.057
H 10.77590 -13.19324 3.91214  0.084
H 10.45256 -12.62513 5.54790  0.086
H 9.17376 -12.78243 4.36655  0.082
H 7.80217 -14.47934 4.88811  0.106
H 8.61096 -15.25694 3.71338  0.124
H 8.83950 -16.38839 6.45116  0.131
H 10.08443 -17.89227 5.60740  0.069
H 9.53436 -17.67448 3.88331  0.069
H 8.62059 -18.60524 4.98296  0.066
H 6.50337 -16.04762 5.88176  0.039
H 6.65188 -16.85786 4.55487  0.051
C 0.36433 -15.96825 12.10094  -0.112
O -0.69032 -16.83866 11.73948  -0.210
C -1.83112 -16.13922 11.23113  -0.214
C -2.83993 -17.18896 10.75145  -0.428
C -4.00525 -16.62988 9.90364  -0.049
N -3.32115 -17.96903 11.89925  0.035
H -0.03561 -15.26073 12.83056  0.088
H 0.87772 -15.46986 11.27289  0.072
H 1.12681 -16.62155 12.52477  0.090
H -2.05336 -15.31488 11.91783  0.124
H -1.45997 -15.63554 10.32200  0.121
H -2.16157 -17.81274 10.16401  0.133
H -3.54530 -16.19580 9.01810  0.073
H -4.48610 -15.86299 10.51062  0.076
H -4.70228 -17.41973 9.64104  0.075
H -2.61886 -18.05295 12.62215  0.062
H -4.12052 -17.48936 12.29739  0.064
C 3.67472 -13.88453 10.96206  -0.120
O 4.70732 -13.75262 10.01665  -0.201
C 4.28769 -13.78924 8.67015  -0.209
C 5.51369 -13.98752 7.76261  -0.438
C 6.65326 -12.99678 8.04937  -0.038
N 5.09132 -14.01758 6.37774  0.044
H 3.22226 -14.88168 10.96228  0.076
H 2.95197 -13.06786 11.04033  0.087
H 4.25175 -13.88911 11.89275  0.092
H 3.62128 -14.64258 8.48170  0.125
H 3.79534 -12.82335 8.48611  0.118
H 5.92968 -14.95897 8.05439  0.134
H 7.51548 -13.48936 7.59831  0.070
H 6.84816 -12.87544 9.11314  0.072
H 6.42663 -11.99439 7.68081  0.076
H 4.31865 -14.66859 6.25061  0.055
H 4.61569 -13.13808 6.12521  0.034



Entry ii
The following is a DFT calculation (ωB97M-V/def2-TZVPD) of a 6-piece molecular cluster, C24H66N6O6 overall.

Properties
- Kohn-Sham gap (Ha) = 0.33188
- lowest unoccupied orbital energy (eV) = 0.50
- total charge = 0

Each line ends with the Löwdin charge.
CARTESIAN COORDINATES (ANGSTROEM)
C 44.35000 23.87800 16.83800  -0.160
O 44.35400 24.43800 15.54800  -0.241
C 43.27200 25.28000 15.19600  -0.217
C 43.52500 25.62600 13.76400  -0.488
C 44.81600 26.35400 13.51000  -0.071
N 42.44600 26.38500 13.15500  -0.005
H 44.73100 24.63500 17.77100  0.123
H 45.40700 23.19700 17.00800  0.101
H 43.47200 23.18600 17.24100  0.113
H 42.40100 24.73000 15.44300  0.101
H 43.11500 26.11200 15.99600  0.157
H 43.49400 24.70400 13.22000  0.120
H 45.20800 26.54700 12.42300  0.111
H 45.73100 26.01000 14.11300  0.092
H 44.74900 27.39000 13.70000  0.044
H 42.14600 27.02300 13.87100  0.036
H 41.40800 25.74500 12.95200  0.190
C 48.89800 23.02000 11.34300  -0.059
O 48.65100 23.36800 12.72100  -0.225
C 49.59300 23.13100 13.64000  -0.305
C 49.31200 23.74900 15.00800  -0.464
C 48.01500 23.30700 15.63000  -0.066
N 49.12800 25.13100 14.69500  -0.007
H 48.91700 21.92000 11.13300  0.092
H 49.79700 23.58600 11.01100  0.107
H 48.04500 23.34300 10.89100  0.047
H 49.54200 22.03800 13.77800  0.114
H 50.60000 23.21600 13.09900  0.143
H 50.23100 23.59500 15.57300  0.143
H 47.97300 22.27700 15.61800  0.027
H 47.13100 23.74300 14.95000  0.130
H 48.07300 23.66500 16.68900  0.097
H 48.48800 25.24600 13.85000  0.085
H 50.00700 25.35600 14.04100  0.124
C 45.93400 19.31700 8.70500  -0.114
O 45.34200 20.54300 8.97300  -0.263
C 45.08400 21.41300 7.86100  -0.183
C 44.21900 22.57300 8.39200  -0.333
C 42.83000 21.93600 8.92500  -0.035
N 43.98000 23.57300 7.32000  0.023
H 47.03100 19.50900 8.59900  0.095
H 45.29500 18.81400 7.90000  0.119
H 46.03300 18.64500 9.63900  0.096
H 45.93700 21.78900 7.35300  0.113
H 44.69100 20.78200 7.19700  0.070
H 44.76400 22.89500 9.22000  0.111
H 41.87300 22.72800 8.92700  0.143
H 42.90300 21.54000 9.76700  -0.093
H 42.36800 21.10200 8.32600  0.094
H 43.59900 23.21900 6.30700  0.156
H 44.75800 24.08100 7.12500  0.000
C 47.40500 18.56000 12.51100  -0.104
O 46.31400 19.30100 12.88500  -0.171
C 46.42500 20.73000 12.82000  -0.146
C 44.98900 21.28600 12.64400  -0.413
C 44.27500 21.15400 13.96200  -0.061
N 44.33300 20.51500 11.62300  0.049
H 48.30200 18.77800 13.03500  0.094
H 47.68700 18.64800 11.44400  0.103
H 47.37200 17.65800 12.54500  -0.010
H 46.93600 21.09200 13.70200  0.103
H 46.98900 21.15900 11.82400  0.153
H 45.00700 22.43600 12.48900  0.170
H 44.22300 20.14500 14.19500  0.052
H 43.39400 21.59300 14.07500  0.043
H 45.02900 21.43800 14.61800  0.050
H 44.80900 19.56100 11.86100  0.124
H 44.60300 20.83400 10.70400  0.033
C 44.31300 19.81200 17.50300  -0.150
O 44.52900 20.76300 18.49300  -0.177
C 45.90300 20.68500 18.86600  -0.228
C 45.97500 21.21100 20.27100  -0.401
C 45.40500 22.75600 20.23800  -0.051
N 47.35600 21.29200 20.80300  -0.004
H 43.46600 19.89000 16.83700  0.069
H 44.10500 18.80200 17.83900  0.086
H 45.09500 19.88300 16.64900  0.111
H 46.51100 19.77600 18.81300  0.116
H 46.53100 21.44300 18.08700  0.171
H 45.38900 20.85600 21.17500  0.145
H 44.40400 22.77900 20.08800  0.021
H 46.04800 23.37200 19.53900  0.084
H 45.59700 23.28000 21.15300  0.051
H 47.74100 20.38600 20.68500  0.034
H 47.26000 21.45600 21.87800  0.119
C 37.17500 19.70300 13.89600  -0.043
O 38.48100 20.28300 13.71200  -0.156
C 39.39700 19.34600 13.26300  -0.273
C 40.60700 20.04400 12.79500  -0.505
C 40.48300 20.80400 11.53300  -0.062
N 41.70300 19.08200 12.71300  0.025
H 37.24600 18.72400 14.19500  0.063
H 36.77000 19.69300 12.86600  0.104
H 36.76700 20.47000 14.39600  0.055
H 39.45700 18.62000 13.95000  0.090
H 39.16400 18.76900 12.45400  0.106
H 40.60600 20.77500 13.52300  0.104
H 40.52800 20.25200 10.67300  0.034
H 41.47100 21.46900 11.40600  0.111
H 39.55900 21.36100 11.26900  0.096
H 41.86700 18.74400 13.76600  0.118
H 42.68300 19.57500 12.42000  0.082



Entry iii
The following is a DFT calculation (ωB97M-V/def2-TZVPD) of a 6-piece molecular cluster, C24H66N6O6 overall.

Properties
- Kohn-Sham gap (Ha) = 0.33550
- lowest unoccupied orbital energy (eV) = 0.54
- total charge = 0

Each line ends with the Löwdin charge.
CARTESIAN COORDINATES (ANGSTROEM)
C 3.90658 -0.60769 -1.49482  -0.109
O 4.39958 -0.34469 -0.18482  -0.165
C 3.75858 0.78531 0.37118  -0.191
C 4.56258 1.27531 1.66218  -0.445
C 4.70858 0.21731 2.64018  -0.077
N 3.92958 2.41731 2.20018  0.043
H 2.82758 -0.71769 -1.49582  0.062
H 4.35558 -1.55269 -1.84682  0.078
H 4.22358 0.02131 -2.34982  0.101
H 3.73658 1.59731 -0.31982  0.100
H 2.73458 0.53231 0.56618  0.081
H 5.59258 1.63831 1.47918  0.153
H 5.25858 0.58131 3.50818  0.091
H 5.31858 -0.56869 2.32118  0.065
H 3.75558 -0.18769 3.03018  0.078
H 3.01158 2.09131 2.45318  0.022
H 3.74858 3.13131 1.44618  0.082
C 1.02058 1.39931 -2.19082  -0.083
O 0.12558 0.32031 -2.32482  -0.210
C -1.27842 0.64831 -2.31882  -0.171
C -1.89942 -0.68969 -2.52182  -0.416
C -1.93342 -1.22469 -3.97082  -0.047
N -3.33542 -0.65169 -2.13982  0.074
H 0.50158 2.32931 -2.29482  0.075
H 1.83258 1.19331 -2.88382  0.089
H 1.61458 1.29931 -1.26282  0.057
H -1.54642 0.92731 -1.33282  0.067
H -1.54942 1.43131 -2.95982  0.126
H -1.47142 -1.35669 -1.82082  0.073
H -2.23342 -2.27069 -4.08982  0.080
H -0.84642 -1.16169 -4.39482  0.097
H -2.50642 -0.53869 -4.51982  0.051
H -3.50342 -0.63269 -1.20482  -0.036
H -3.66742 0.20131 -2.47682  0.042
C -5.68042 4.27931 1.95418  -0.084
O -4.67942 3.42531 2.53618  -0.180
C -3.93942 2.71231 1.63918  -0.250
C -4.81442 1.52131 1.18818  -0.396
C -5.02942 0.61631 2.43818  -0.047
N -4.00342 0.79631 0.21718  0.021
H -6.32842 3.80531 1.14618  0.105
H -5.32942 5.23331 1.54318  0.083
H -6.33142 4.56331 2.75918  0.077
H -3.77342 3.34031 0.78018  0.107
H -3.05342 2.33031 2.03718  0.099
H -5.77442 1.62631 0.67418  0.139
H -5.65742 1.26631 2.99018  0.050
H -4.24242 0.17631 3.08118  0.088
H -5.60742 -0.18469 1.93018  0.085
H -3.06642 0.63531 0.54018  0.009
H -4.08442 1.39331 -0.61382  0.083
C 0.95458 0.97931 3.35118  -0.127
O 1.03858 1.65031 2.16718  -0.280
C 0.61758 3.01431 2.35618  -0.158
C 0.65558 3.77831 1.05118  -0.401
C -0.63842 3.53331 0.26218  -0.054
N 1.92758 3.53731 0.38418  0.024
H -0.06542 1.02331 3.69518  0.096
H 1.56758 1.55131 4.06318  0.109
H 1.27758 -0.04369 3.26518  0.094
H -0.37142 3.14031 2.85018  0.146
H 1.32858 3.37631 3.07118  0.115
H 0.76058 4.85631 1.16418  0.138
H -1.08742 2.54031 0.16818  0.044
H -0.35342 3.96731 -0.74682  0.087
H -1.52542 4.14831 0.62518  0.089
H 2.26758 2.53331 0.50018  0.041
H 2.01358 3.78731 -0.62382  0.101
C 3.76458 -4.48869 -2.08182  -0.096
O 2.79958 -4.38869 -3.09382  -0.180
C 1.52758 -4.84869 -2.70782  -0.230
C 0.69958 -3.70869 -2.25182  -0.448
C -0.72842 -4.18669 -2.02482  -0.039
N 0.73858 -2.60469 -3.18882  0.096
H 3.12658 -4.17769 -1.27282  0.059
H 4.53858 -3.73769 -2.27282  0.077
H 4.34658 -5.42569 -1.93482  0.100
H 1.11558 -5.20369 -3.64982  0.128
H 1.43758 -5.74269 -2.08182  0.142
H 1.15558 -3.41369 -1.29682  0.105
H -1.49342 -3.47769 -2.00182  0.027
H -0.81542 -4.72869 -1.03782  0.096
H -1.02842 -5.03369 -2.72682  0.104
H 1.66358 -2.46469 -3.45582  0.048
H 0.33158 -1.75269 -2.78382  0.037
C 2.38958 -2.60369 1.09618  -0.105
O 1.00658 -2.59869 1.17318  -0.193
C 0.36258 -1.46969 0.58918  -0.161
C -0.98042 -1.21669 1.32518  -0.406
C -2.17742 -2.04869 0.92218  -0.024
N -1.22942 0.16831 1.09918  0.051
H 2.69958 -3.65669 1.25318  0.103
H 2.79058 -2.00369 1.95018  0.091
H 2.62758 -2.27869 0.07018  0.066
H 0.98558 -0.56569 0.77818  0.105
H 0.18958 -1.50569 -0.52082  0.117
H -0.78042 -1.36869 2.33918  0.119
H -3.02442 -1.81169 1.52718  0.060
H -1.98042 -3.13869 1.07518  0.102
H -2.54042 -1.87469 -0.09782  0.056
H -1.22542 0.25131 0.06418  0.055
H -0.41842 0.66431 1.49718  0.050



entry i wins, 61.1 kcal/mol ahead of the next structure.



Entry i
The following is a DFT calculation (ωB97M-V/def2-TZVPD) of one molecule with the formula C5H4.

Properties
- Kohn-Sham gap (Ha) = 0.34245
- lowest unoccupied orbital energy (eV) = 0.40
- total charge = 0

Each line ends with the Löwdin charge.
CARTESIAN COORDINATES (ANGSTROEM)
C 2.25968 0.94354 0.15199  0.000
C 1.02310 0.77771 -0.24279  -0.104
C -0.22410 0.51989 -0.42655  -0.045
C -1.29374 -0.18257 -0.31505  -0.102
C -2.21092 -1.07784 -0.05071  0.006
H 2.51637 1.72805 0.86093  0.060
H 3.04808 0.26228 -0.16729  0.061
H -2.05474 -1.64793 0.86508  0.068
H -3.06374 -1.32313 -0.67562  0.056



Entry ii
The following is a DFT calculation (ωB97M-V/def2-TZVPD) of C5H4 as an isolated structure.

Properties
- Kohn-Sham gap (alpha / beta) (Ha) = 0.27511 / 0.27515
- lowest unoccupied orbital energy (alpha / beta) (eV) = -0.66 / -0.66
- total charge = 0

Each line ends with the Löwdin charge.
CARTESIAN COORDINATES (ANGSTROEM)
C 2.04369 -0.32831 0.69317  0.162
C 1.66002 0.17758 -0.58045  -0.191
C -0.42329 0.04261 -0.01150  -0.156
C 0.60224 1.04478 -0.32785  -0.046
C 0.80133 -0.93664 -0.00715  -0.317
H -1.13860 0.21950 0.90994  0.142
H -1.13794 -0.47790 -0.81702  0.161
H 0.57621 2.19800 -0.23700  0.139
H 0.70310 -1.97080 -0.32567  0.105



entry i wins, 103.9 kcal/mol ahead of the next structure.